Entry from OMol25: C34H52BN6OPd as an isolated structure (ωB97M-V with the def2-TZVPD basis set).

Geometry as XYZ:
```
95
Properties=species:S:1:pos:R:3:lowdin_spin:R:1
Pd 1.591 0.400 -0.864 1.29
C 5.380 1.303 -4.673 0.00
C 4.012 1.306 -4.114 0.00
C 2.798 1.455 -4.802 0.01
C 1.792 1.303 -3.850 0.02
N 2.393 1.080 -2.657 0.17
N 3.748 1.060 -2.809 0.01
B 4.666 0.775 -1.595 0.00
N 4.297 -0.722 -1.037 0.01
N 3.005 -1.099 -0.968 0.16
C 2.903 -2.392 -0.738 0.02
C 4.220 -2.965 -0.799 0.01
C 5.065 -1.872 -1.113 0.00
C 6.537 -1.902 -1.256 0.00
C 1.626 -3.070 -0.390 0.00
C 1.685 -4.388 -1.086 0.00
C 1.661 -3.357 1.187 0.00
C 0.417 -2.178 -0.629 0.03
N 4.263 1.855 -0.526 0.01
N 2.950 1.740 -0.048 0.15
C 2.782 2.634 0.908 0.02
C 3.906 3.520 0.941 0.00
C 4.806 2.977 0.065 0.00
C 6.233 3.451 -0.280 0.00
C 1.546 2.747 1.708 0.00
C 1.482 1.608 2.739 0.00
C 0.377 2.857 0.765 0.02
C 1.507 4.106 2.472 0.00
C 0.304 1.433 -3.994 0.00
C -0.361 0.032 -3.898 0.00
C -0.010 2.146 -5.328 0.00
C -0.001 2.300 -2.815 0.02
H 5.593 0.386 -5.210 0.00
H 5.573 2.107 -5.395 0.00
H 5.973 1.458 -3.786 0.00
H 2.665 1.566 -5.875 0.00
H 5.858 0.820 -1.819 0.00
H 4.422 -4.006 -0.575 0.00
H 6.834 -2.029 -2.305 0.00
H 6.853 -0.931 -0.850 0.00
H 6.960 -2.698 -0.638 0.00
H 2.652 -4.888 -0.918 0.00
H 0.936 -5.081 -0.760 0.00
H 1.557 -4.093 -2.172 0.00
H 2.446 -4.070 1.395 0.00
H 1.915 -2.427 1.773 0.00
H 0.764 -3.843 1.525 0.00
H 0.023 -2.021 -1.664 0.00
H -0.388 -2.424 0.029 0.00
H 0.717 -1.126 -0.288 0.01
H 4.143 4.434 1.522 0.00
H 7.056 2.745 -0.108 0.00
H 6.115 3.779 -1.345 0.00
H 6.378 4.429 0.284 0.00
H 1.488 0.659 2.285 0.00
H 2.402 1.748 3.340 0.00
H 0.643 1.730 3.407 0.00
H 0.425 2.114 -0.024 0.01
H -0.521 2.616 1.358 0.00
H 0.252 3.887 0.422 0.00
H 2.320 4.245 3.190 0.00
H 1.583 4.915 1.765 0.00
H 0.583 4.196 3.032 0.00
H -0.038 -0.612 -4.790 0.00
H 0.034 -0.457 -3.034 0.00
H -1.426 0.113 -4.046 0.00
H 0.611 1.679 -6.098 0.00
H -1.053 2.032 -5.621 0.00
H 0.225 3.211 -5.253 0.00
H 0.203 1.721 -1.850 0.01
H 0.515 3.244 -2.732 0.00
H -1.036 2.615 -2.791 0.00
C -10.973 -2.207 3.963 0.00
C -9.472 -2.018 3.811 0.00
C -8.699 -1.741 4.953 0.00
C -7.306 -1.501 4.860 0.00
C -6.567 -1.361 6.109 0.00
C -6.726 -1.513 3.552 0.00
C -5.267 -1.674 3.355 0.00
O -4.396 -2.121 4.138 0.00
C -7.528 -1.676 2.435 0.00
C -6.916 -1.572 1.084 0.00
C -8.889 -1.846 2.571 0.00
H -11.595 -1.331 3.995 0.00
H -11.091 -2.750 4.962 0.00
H -11.346 -2.777 3.069 0.00
H -9.189 -1.849 5.913 0.00
H -7.288 -1.179 6.897 0.00
H -5.897 -0.488 6.039 0.00
H -5.951 -2.245 6.388 0.00
H -4.878 -1.388 2.337 0.00
H -6.500 -2.568 0.713 0.00
H -6.181 -0.777 1.007 0.00
H -7.696 -1.342 0.288 0.00
H -9.483 -1.956 1.667 0.00
```

Properties
HOMO energy (alpha / beta) ... -0.383 / -0.383 Eh
Multiplicity ... 3
Total charge ... +1